Entry 1:
# C19H24IMnN7O4

A molecular structure, C19H24IMnN7O4 at a distorted geometry (ωB97M-V/def2-TZVPD, OMol25).

```
56
Properties=species:S:1:pos:R:3:forces:R:3:nbo_charge:R:1
Mn 0.6811 0.2959 -1.5294 -0.3 -0.3 0.3 0.907
O -1.6647 -2.5753 0.1323 1.2 -1.6 0.3 -0.732
C -0.8483 -1.8829 -0.5009 1.8 0.1 -0.6 0.783
O -0.3404 -0.7992 -0.1030 -0.1 -0.4 -0.1 -0.717
C -0.4306 -2.3192 -1.8906 -0.1 0.1 0.0 0.074
C -0.9013 -3.4890 -2.4567 0.0 0.0 0.1 -0.202
C -0.5258 -3.7957 -3.7552 0.0 0.0 0.0 -0.161
C 0.2994 -2.9159 -4.4357 0.0 -0.1 0.0 -0.232
C 0.7303 -1.7636 -3.7970 0.1 0.0 0.1 0.059
N 0.3811 -1.4725 -2.5436 0.0 0.0 0.1 -0.431
H -1.5536 -4.1206 -1.8710 0.0 0.0 0.0 0.245
H -0.8798 -4.7005 -4.2318 0.0 0.0 0.0 0.222
H 0.6064 -3.1058 -5.4547 0.0 0.0 0.0 0.228
H 1.3651 -1.0363 -4.2879 0.0 0.0 0.0 0.234
N 0.4690 2.0963 -0.4706 0.1 0.1 0.0 -0.802
C -0.9346 2.0299 -0.0429 0.0 -0.1 -0.1 -0.191
C -1.4883 3.1713 0.8014 0.0 0.1 0.2 -0.437
C -1.8629 2.6931 2.2145 0.0 0.1 0.1 -0.403
C -3.2228 1.9921 2.3080 0.0 0.0 -0.2 -0.221
N -3.5002 1.1144 1.1761 0.0 -0.2 0.3 -0.611
C -3.0508 -0.1409 1.0596 -0.3 -0.1 -0.7 0.695
N -2.4614 -0.7964 2.0693 0.2 -0.1 0.3 -0.803
N -3.2343 -0.7926 -0.0925 -1.4 2.2 0.0 -0.783
C -1.7572 1.6758 -1.3030 -0.5 0.3 0.2 0.793
O -2.9415 2.0587 -1.3916 0.2 -0.2 0.2 -0.740
O -1.1685 0.9210 -2.1151 0.5 -0.3 -0.4 -0.711
H 1.1025 2.2961 0.2968 0.0 -0.1 0.0 0.382
H 0.6167 2.8194 -1.1720 0.0 0.0 0.0 0.399
H -0.9830 1.1161 0.5568 0.0 0.1 -0.1 0.222
H -2.3473 3.6087 0.2864 0.0 0.0 0.1 0.243
H -0.7450 3.9656 0.8919 0.1 0.0 0.0 0.218
H -1.8711 3.5394 2.9046 -0.1 0.0 0.0 0.219
H -1.0868 2.0123 2.5805 0.1 0.0 0.0 0.186
H -4.0190 2.7365 2.3350 0.0 0.0 -0.1 0.217
H -3.3163 1.4238 3.2352 0.0 0.0 0.0 0.197
H -3.6303 1.5736 0.2704 -0.1 0.1 -0.1 0.456
H -2.1587 -0.2652 2.8664 0.0 0.0 0.0 0.392
H -1.8620 -1.5804 1.7838 -0.5 0.2 0.0 0.451
H -3.3969 -0.2219 -0.9174 -0.2 0.1 0.2 0.421
H -2.7061 -1.6464 -0.2123 -0.7 -0.4 0.2 0.419
N 4.5176 -0.9565 -0.2695 0.0 0.0 0.0 -0.535
C 3.4707 -0.8153 -1.1221 0.1 0.0 0.1 0.272
N 2.3945 -0.3815 -0.5267 0.1 0.0 -0.3 -0.498
C 2.7399 -0.2239 0.8076 -0.1 -0.1 0.1 0.055
C 1.9638 0.1667 1.8975 0.0 0.0 0.0 -0.160
C 2.5800 0.2323 3.1310 0.0 0.0 0.0 -0.238
C 3.9352 -0.0982 3.2915 0.0 0.0 0.0 -0.207
C 4.7073 -0.5150 2.2253 0.0 0.0 0.0 -0.247
C 4.0817 -0.5740 0.9848 0.0 0.0 0.0 0.166
H 5.4406 -1.2573 -0.5248 0.0 0.0 0.0 0.425
H 3.5513 -1.0011 -2.1804 0.0 0.0 0.0 0.232
H 0.9088 0.3706 1.7695 0.0 0.0 0.0 0.215
H 2.0078 0.5320 3.9995 0.0 0.0 0.0 0.213
H 4.3813 -0.0348 4.2750 0.0 0.0 0.0 0.218
H 5.7473 -0.7843 2.3540 0.0 0.0 0.0 0.220
I 2.2098 1.6205 -3.3067 0.1 0.1 -0.2 -0.615
```
Forces are in eV/Å.

ΔE to the lowest compared entry with this formula, charge and spin: 0.0 kcal per mole
⟨S²⟩: 0.8125
Multiplicity: 2
E_HOMO (alpha / beta): -7.4 / -7.1 eV

Entry 2:
# C3H4CuO2

A molecular structure, C3H4CuO2 at a distorted geometry (ωB97M-V/def2-TZVPD, OMol25).

```
10
Properties=species:S:1:pos:R:3:forces:R:3:nbo_charge:R:1
O 1.0113 1.1069 1.1406 -0.9 1.1 0.4 -0.665
Cu 0.0242 -0.5771 2.5252 0.1 -0.1 0.2 0.771
C 1.0702 0.7324 -0.0757 -0.9 -0.9 0.5 0.449
O 0.0780 -0.2094 -0.2484 0.0 0.5 0.2 -0.597
C -0.0479 -0.7849 -1.5401 0.1 0.0 -0.5 -0.257
H 0.7310 -1.5458 -1.6765 -0.3 0.1 -0.1 0.182
H -1.0453 -1.2338 -1.6071 0.3 0.0 0.1 0.189
H 0.0432 -0.0216 -2.3232 0.1 -0.2 0.2 0.195
C -0.4891 1.1863 2.2227 0.8 -1.1 -0.7 -0.382
H -1.3757 1.3470 1.5824 0.7 0.5 -0.4 0.116
```
Forces are in eV/Å.

ΔE to the lowest compared entry with this formula, charge and spin: 117.5 kcal per mole
⟨S²⟩: 0.7645
Multiplicity: 2
E_HOMO (alpha / beta): -8.1 / -8.2 eV

Entry 3:
# C64H54CdO3P2S5

A molecular structure, C64H54CdO3P2S5 at a distorted geometry (ωB97M-V/def2-TZVPD, OMol25).

```
129
Properties=species:S:1:pos:R:3:forces:R:3:lowdin_charge:R:1
Cd -0.0828 -0.9586 -0.5443 0.4 -0.3 -0.2 1.122
O 2.7667 -3.5648 -0.3863 -0.2 0.1 0.5 -0.532
S 2.0474 -2.8263 0.7069 0.9 -0.8 0.3 0.598
C 3.4466 -2.1099 1.6533 -0.1 0.8 -0.4 -0.335
C 4.2845 -2.7081 2.5901 0.0 0.0 -0.2 -0.086
C 5.3632 -1.9998 3.0944 0.0 0.1 0.0 -0.097
C 5.6259 -0.7070 2.6459 -0.1 0.0 0.0 -0.088
C 4.7866 -0.1052 1.7190 -0.1 -0.1 0.0 -0.090
C 3.6655 -0.7852 1.2362 -0.2 -0.1 0.1 -0.332
P 2.4595 0.0594 0.0833 0.0 0.5 0.2 0.986
C 3.6825 0.5434 -1.2223 0.0 -0.2 0.0 -0.346
C 4.4344 -0.4461 -1.8613 0.0 0.0 0.0 -0.094
C 5.3274 -0.1111 -2.8698 -0.1 0.0 0.0 -0.105
C 5.4679 1.2174 -3.2625 0.0 0.0 0.0 -0.120
C 4.7099 2.2016 -2.6415 -0.1 -0.1 0.1 -0.093
C 3.8171 1.8643 -1.6257 0.0 0.1 -0.1 -0.073
C 1.8978 1.5450 0.8659 -0.3 -0.2 0.2 -0.463
C 2.2149 1.9423 2.2093 0.0 0.3 -0.2 -0.175
C 1.6993 3.0212 2.8536 -0.1 0.0 -0.1 -0.123
C 0.9004 4.0979 2.1677 0.0 -0.2 -0.2 -0.235
C -0.4400 3.7023 1.4135 0.1 -0.2 0.2 -0.428
C 0.6310 2.0397 0.2821 0.2 0.0 0.1 -0.441
C 1.5819 -3.9727 2.0071 -0.3 0.1 0.1 -0.454
C 2.1675 -5.2198 2.0991 -0.1 -0.1 0.0 -0.089
C 1.7716 -6.0786 3.1196 0.0 0.1 0.0 -0.092
C 0.8018 -5.6704 4.0250 0.0 0.0 0.0 -0.095
C 0.2125 -4.4142 3.9117 0.0 0.0 0.1 -0.076
C 0.5859 -3.5455 2.8968 0.1 0.1 -0.3 -0.378
P -0.1585 -1.8641 2.5999 -0.2 0.3 0.7 1.003
C -1.9465 -2.1184 3.0649 0.0 -0.1 0.0 -0.345
C -2.3898 -2.2376 4.3843 0.0 0.1 0.0 -0.117
C -3.7394 -2.3992 4.6807 0.1 0.0 -0.1 -0.100
C -4.6806 -2.4275 3.6598 0.1 0.0 0.0 -0.112
C -4.2579 -2.3013 2.3431 0.1 0.0 0.1 -0.100
C -2.9061 -2.1579 2.0510 0.0 0.0 0.0 -0.145
C 0.4211 -0.9855 4.1459 0.2 -0.1 -0.2 -0.356
C 1.6860 -1.2523 4.6754 0.0 -0.1 0.1 -0.094
C 2.2313 -0.4618 5.6812 -0.1 0.0 -0.1 -0.097
C 1.5238 0.6262 6.1724 0.0 -0.1 0.0 -0.115
C 0.2740 0.9190 5.6410 0.0 -0.1 0.0 -0.098
C -0.2634 0.1287 4.6362 -0.1 0.0 0.0 -0.129
H 4.0994 -3.7223 2.9233 0.0 0.0 0.0 0.099
H 6.0084 -2.4568 3.8374 0.0 0.0 0.0 0.093
H 6.4811 -0.1635 3.0314 0.0 0.0 0.0 0.093
H 4.9850 0.9031 1.3729 0.0 0.0 0.0 0.113
H 4.3107 -1.4847 -1.5588 0.0 0.0 0.0 0.102
H 5.9057 -0.8855 -3.3612 0.0 0.0 0.0 0.092
H 6.1598 1.4797 -4.0560 0.0 0.0 0.0 0.086
H 4.8098 3.2375 -2.9450 0.0 0.0 0.0 0.094
H 3.2122 2.6207 -1.1339 0.0 0.0 0.0 0.096
H 2.8857 1.3122 2.7843 0.0 -0.1 0.0 0.080
H 1.9389 3.1648 3.9032 0.0 0.0 0.0 0.070
H 0.7771 4.9530 2.8366 0.0 0.0 0.0 0.118
H -1.2557 4.4194 1.4775 0.0 0.1 0.0 0.108
H 0.3455 1.5408 -0.6469 0.0 0.1 -0.1 -0.017
H 2.9067 -5.5038 1.3569 -0.1 0.0 0.0 0.111
H 2.2160 -7.0634 3.2055 0.0 0.0 0.0 0.092
H 0.4905 -6.3359 4.8216 0.0 0.0 0.0 0.090
H -0.5548 -4.1270 4.6199 0.0 0.0 0.0 0.092
H -1.6772 -2.1710 5.1974 0.0 0.0 0.0 0.096
H -4.0528 -2.4981 5.7135 0.0 0.0 0.0 0.091
H -5.7338 -2.5460 3.8897 0.0 0.0 0.0 0.090
H -4.9811 -2.3112 1.5349 0.0 0.0 0.0 0.103
H -2.5700 -2.1206 1.0206 0.0 0.0 0.0 -0.011
H 2.2606 -2.0888 4.2973 0.0 0.0 0.0 0.084
H 3.2178 -0.6922 6.0674 0.0 0.0 0.0 0.093
H 1.9480 1.2506 6.9494 0.0 0.0 0.0 0.088
H -0.2768 1.7826 5.9949 0.0 0.0 0.0 0.098
H -1.2253 0.3953 4.2121 0.1 0.0 0.0 0.082
S -0.9172 1.9580 1.5143 0.3 0.2 0.0 0.903
C 0.3795 3.5803 0.1127 0.1 0.0 0.0 -0.400
C 1.4851 4.4692 0.7637 -0.2 0.1 0.0 -0.202
C 1.2949 5.9175 0.4370 0.0 -0.1 0.1 -0.101
C 0.4761 6.3107 -0.5459 -0.1 -0.1 -0.2 -0.134
C -0.2136 5.3790 -1.4325 0.1 0.0 0.2 -0.189
C -0.2139 4.0332 -1.2251 0.0 0.0 0.0 -0.663
S -0.8580 2.9025 -2.3864 0.0 0.2 0.2 0.494
H 2.5255 4.1562 0.6322 0.0 -0.1 0.0 0.132
H 1.8406 6.6424 1.0382 0.0 0.0 0.0 0.087
H 0.3604 7.3756 -0.7401 0.0 0.0 0.0 0.079
H -0.6836 5.7647 -2.3287 0.0 0.0 0.0 0.064
O 0.9873 -0.0950 -2.5403 -0.2 0.0 -0.4 -0.656
S 0.7503 0.4291 -3.9269 0.0 0.0 0.3 0.955
C 1.9178 -0.5116 -4.9242 0.0 -0.2 0.2 -0.357
C 2.2337 -1.8115 -4.5480 0.1 -0.1 0.0 -0.054
C 3.1726 -2.5136 -5.2861 0.0 0.0 0.0 -0.071
C 3.8000 -1.9107 -6.3748 0.0 0.0 0.1 -0.099
C 3.4943 -0.6028 -6.7211 0.0 0.0 0.0 -0.097
C 2.5478 0.1052 -5.9883 0.0 0.1 -0.1 -0.087
C -0.7167 -0.4099 -4.5387 -0.1 0.0 0.0 -0.362
C -1.1800 -1.5523 -3.9044 0.0 0.0 -0.1 -0.087
C -2.3058 -2.1908 -4.4071 0.1 0.0 -0.1 -0.079
C -2.9585 -1.6814 -5.5240 0.1 0.0 0.0 -0.104
C -2.4899 -0.5262 -6.1411 0.0 -0.1 0.0 -0.098
C -1.3639 0.1162 -5.6464 0.0 0.1 0.0 -0.084
H 1.7762 -2.2550 -3.6679 0.0 0.1 0.0 0.120
H 3.4258 -3.5270 -4.9981 0.0 0.0 0.0 0.105
H 4.5444 -2.4579 -6.9407 0.0 0.0 0.0 0.093
H 4.0037 -0.1250 -7.5494 0.0 0.0 0.0 0.095
H 2.3121 1.1358 -6.2352 0.0 -0.1 0.0 0.109
H -0.6841 -1.9525 -3.0258 0.0 0.0 0.0 0.041
H -2.6671 -3.0840 -3.9114 0.0 0.0 0.0 0.112
H -3.8432 -2.1766 -5.9071 0.0 0.0 0.0 0.097
H -3.0067 -0.1211 -7.0029 0.0 0.0 0.0 0.097
H -0.9978 1.0283 -6.1078 0.0 0.0 0.1 0.112
S -0.6010 -3.2737 -0.2091 -0.4 0.1 -0.5 -0.265
C -8.2818 2.3643 -1.2871 0.0 0.0 0.0 -0.061
C -6.8851 1.8492 -1.0552 0.0 0.0 -0.1 -0.270
C -6.1124 1.3890 -2.1120 0.0 0.0 0.0 -0.014
C -4.8121 0.9308 -1.9282 0.1 0.0 -0.2 -0.167
C -4.0241 0.4737 -3.1246 0.0 0.1 0.1 -0.035
C -4.2843 0.9250 -0.6286 0.1 0.0 0.1 -0.079
C -2.9228 0.4343 -0.3366 -0.2 0.1 0.2 -0.245
O -2.1149 0.0808 -1.1737 0.1 -0.2 -0.2 -0.123
C -5.0456 1.3970 0.4564 0.0 0.0 0.1 -0.184
C -4.5036 1.4424 1.8672 0.0 0.0 -0.1 -0.042
C -6.3371 1.8498 0.2199 0.0 0.0 0.1 -0.021
H -8.6857 1.9945 -2.2304 0.0 0.0 0.0 0.068
H -8.2881 3.4564 -1.3273 0.0 0.0 0.0 0.079
H -8.9521 2.0608 -0.4813 0.0 0.0 0.0 0.071
H -6.5268 1.3932 -3.1157 0.0 0.0 0.0 0.109
H -4.6513 0.4902 -4.0164 0.0 0.0 0.0 0.076
H -3.6297 -0.5311 -2.9817 -0.1 0.1 0.0 0.071
H -3.1538 1.1174 -3.2810 0.0 0.0 0.0 0.065
H -2.6451 0.4108 0.7215 -0.2 -0.2 -0.1 0.023
H -3.5576 1.9883 1.9167 -0.1 0.0 0.0 0.035
H -4.3172 0.4392 2.2584 0.0 0.0 0.0 0.069
H -5.2219 1.9320 2.5246 0.0 0.0 0.0 0.074
H -6.9265 2.2188 1.0544 0.0 0.0 0.0 0.110
```
Forces are in eV/Å.

ΔE to the lowest compared entry with this formula, charge and spin: 97.2 kcal per mole
Multiplicity: 1
Net charge: -2
E_HOMO: -0.8 eV

Entry 4:
# C2H9N3

2 unconnected molecules or ions with the total composition C2H9N3 at a distorted geometry (ωB97M-V/def2-TZVPD, OMol25).

```
14
Properties=species:S:1:pos:R:3:forces:R:3:nbo_charge:R:1
C -1.6051 -2.3709 2.3369 0.0 -1.0 -0.9 -0.043
N -0.5286 -2.8359 1.8232 -1.5 0.5 -2.2 -0.589
H -2.1700 -2.9066 3.0935 0.9 0.1 1.0 0.158
H -2.2110 -1.5820 1.9266 -0.1 0.5 -0.6 0.140
H -0.4942 -2.4582 0.7897 0.7 -0.1 2.6 0.333
N 0.9917 1.5763 -2.3398 -1.7 -1.5 0.3 -0.865
C 0.2440 1.1416 -1.2126 0.1 4.1 2.6 -0.060
N 0.8819 1.1714 0.1475 0.4 0.4 -0.7 -0.859
H 1.7301 0.9313 -2.3134 2.2 0.4 -1.2 0.367
H 1.0120 2.5669 -2.4778 1.0 -0.1 0.0 0.384
H -0.2058 0.2246 -1.2588 -1.1 -2.4 -0.8 0.168
H -0.4858 1.9234 -1.0325 -0.9 -0.3 -0.4 0.166
H 1.2136 2.1469 0.3042 0.1 -1.4 0.0 0.351
H 1.6273 0.4712 0.2132 0.0 0.7 0.1 0.348
```
Forces are in eV/Å.

ΔE to the lowest compared entry with this formula, charge and spin: 56.9 kcal per mole
SMILES: C=N.NCN
Multiplicity: 1
E_HOMO: -9.0 eV

Entry 5:
# CH3PS4

CH3PS4 in the gas phase at a distorted geometry (ωB97M-V/def2-TZVPD, OMol25).

```
9
Properties=species:S:1:pos:R:3:forces:R:3:nbo_charge:R:1
S -0.7065 1.3247 2.1877 -0.3 0.7 0.3 -0.430
S 0.0147 -0.4528 2.0395 0.0 -0.7 -1.0 0.344
P 0.7625 -0.7589 -0.1335 -0.3 0.2 0.1 0.524
S 0.0831 1.0625 -0.9525 -0.2 -0.4 0.3 -0.125
S 1.7919 1.8407 -1.7680 0.2 0.0 0.0 -0.092
C -0.8380 -1.2787 0.6064 0.5 0.2 0.2 -0.865
H 1.5971 1.3750 -3.0080 0.1 0.0 -0.1 0.130
H -1.7386 -0.7680 0.2772 0.0 0.1 0.2 0.264
H -0.9662 -2.3445 0.7512 0.0 -0.1 0.0 0.251
```
Forces are in eV/Å.

ΔE to the lowest compared entry with this formula, charge and spin: 24.2 kcal per mole
SMILES: S=S1#P(SS)C1
Multiplicity: 1
E_HOMO: -8.2 eV

Entry 6:
# C7H12O

A molecular structure, C7H12O at a distorted geometry (ωB97M-V/def2-TZVPD, OMol25).

```
20
Properties=species:S:1:pos:R:3:forces:R:3:nbo_charge:R:1
C -0.0891 -1.4151 0.0885 -3.4 -1.9 -0.6 -0.432
C 0.5537 1.8051 -0.3010 1.0 -0.8 -0.1 -0.460
C -0.4376 -2.3320 1.2521 -0.1 -0.3 0.3 -0.615
C 1.8276 1.5565 -1.0866 0.3 0.5 -0.3 -0.606
C 0.2192 0.5477 0.5916 -1.1 5.5 2.6 0.502
C -1.1144 0.0487 0.2878 4.6 -2.7 -0.6 0.019
C -2.2362 0.3090 -0.3467 0.1 -0.6 -0.4 -0.405
O 0.8538 0.4294 1.6645 -1.1 -0.5 -2.1 -0.601
H -0.4979 -1.8127 -0.8464 -0.3 0.0 0.1 0.207
H 0.9798 -1.4939 -0.1265 0.0 1.4 0.4 0.256
H -0.2539 2.1413 -0.9540 -0.1 -0.6 -0.1 0.198
H 0.6907 2.6442 0.3867 0.2 -0.4 0.3 0.234
H -2.9172 -0.5009 -0.6020 0.2 0.1 -0.3 0.209
H -2.4260 1.2734 -0.8081 -0.5 0.3 1.0 0.220
H -0.0278 -1.9515 2.1903 0.1 0.0 -0.1 0.235
H -0.0613 -3.3448 1.0831 0.2 0.1 0.0 0.208
H -1.5199 -2.4244 1.3856 0.1 0.1 -0.1 0.204
H 2.1239 2.4791 -1.5945 0.1 -0.2 0.0 0.209
H 1.6936 0.7824 -1.8464 0.0 0.0 0.1 0.199
H 2.6391 1.2585 -0.4180 -0.1 0.0 -0.1 0.220
```
Forces are in eV/Å.

ΔE to the lowest compared entry with this formula, charge and spin: 87.4 kcal per mole
Multiplicity: 1
E_HOMO: -8.7 eV